a | DFT (ωB97M-V/def2-TZVPD) results for a cluster of 2 separate species, C3H8S in total.

Properties
net charge = 0
orbital gap = 10.05 eV
HOMO = -0.3307 Eh
LUMO energy = 0.0384 Ha

Cartesian coordinates (Å):
1 C -2.28821 -0.34329 -0.04226
2 C 0.73600 -1.02375 -0.25709
3 H 1.47878 -1.73674 -0.61161
4 H 0.08470 -0.73468 -1.07364
5 C -1.98879 0.78501 -0.68930
6 H -1.48830 0.81033 -1.64544
7 H 0.76048 0.76164 1.24683
8 H -2.29239 1.68011 -0.15892
9 H 0.13594 -1.47622 0.50909
10 H -2.33719 -1.31459 -0.52427
11 S 1.73072 0.34895 0.44007
12 H -2.59593 -0.30997 0.99753

=====

b | DFT (ωB97M-V/def2-TZVPD) results for a cluster of 2 separate species, C3H8S in total.

Properties
net charge = 0
orbital gap = 9.80 eV
HOMO = -0.3265 Eh
LUMO energy = 0.0337 Ha

Cartesian coordinates (Å):
1 H -3.02664 0.91037 -0.19052
2 H 0.82472 -0.58665 -1.49422
3 H 1.01947 -1.48658 0.92346
4 H 1.44823 0.93038 -1.01766
5 H 2.39910 -0.62766 -1.12619
6 S -2.88348 -0.25972 -0.54573
7 H -0.03775 1.31541 1.21082
8 H 0.16179 0.07977 2.60403
9 H -2.61472 -0.04803 -1.78081
10 C 0.92525 -0.43799 0.58682
11 C 0.31408 0.37803 1.56912
12 C 1.46994 -0.16733 -0.73912

=====

Energies relative to the most stable structure are a 0.0; b 43.9, reported in kJ/mol.